No. 1
{
  "formula": "C5H7N",
  "method": "the ωB97M-V functional and the def2-TZVPD basis",
  "elements": ["N", "C", "C", "C", "C", "C", "H", "H", "H", "H", "H", "H", "H"],
  "xyz": [[-0.77, -0.98, 1.81], [-1.16, -1.39, 0.76], [-0.95, -1.12, -0.61], [0.51, -0.05, -0.27], [0.34, 0.34, 1.15], [0.71, 1.20, -0.86], [-1.76, -0.54, -1.07], [-0.66, -1.96, -1.24], [1.33, -0.75, -0.43], [1.23, 0.34, 1.78], [-0.32, 1.18, 1.35], [0.00, 2.00, -0.70], [1.51, 1.39, -1.58]],
  "total_charge": 0,
  "e_tot_ev": -6783.7363,
  "de_lowest_kj_mol": 460.8
}

---

No. 2
{
  "formula": "C36H53GaGe3N4S",
  "method": "the ωB97M-V functional and the def2-TZVPD basis",
  "elements": ["Ga", "C", "C", "Ge", "C", "C", "C", "C", "Ge", "C", "C", "C", "C", "C", "C", "C", "C", "C", "C", "H", "H", "H", "H", "H", "H", "H", "H", "H", "H", "H", "H", "H", "H", "H", "H", "H", "H", "H", "H", "H", "H", "H", "H", "H", "H", "C", "N", "C", "C", "S", "N", "C", "C", "H", "H", "H", "H", "H", "H", "H", "H", "H", "H", "H", "H", "Ge", "C", "C", "C", "C", "C", "C", "C", "C", "C", "C", "C", "C", "H", "H", "H", "H", "H", "H", "H", "H", "H", "H", "H", "N", "C", "C", "C", "N", "H", "H", "H", "H"],
  "xyz": [[0.78, 0.93, -0.72], [0.36, -3.33, 5.90], [-0.32, -2.24, 5.06], [-2.04, -1.70, 5.80], [-2.07, -0.52, 7.35], [-1.44, -1.19, 8.58], [-3.16, -3.25, 6.16], [-3.23, -4.32, 5.38], [-2.55, -5.04, 3.71], [-3.07, -4.40, 1.94], [-4.08, -5.27, 1.17], [-1.07, -6.27, 3.94], [-1.41, -7.72, 3.59], [-3.91, -5.62, 5.62], [-4.59, -6.15, 4.50], [-5.04, -7.48, 4.50], [-4.81, -8.27, 5.61], [-4.13, -7.75, 6.71], [-3.65, -6.45, 6.72], [1.31, -3.63, 5.46], [-0.26, -4.22, 5.99], [0.57, -2.99, 6.91], [-0.47, -2.58, 4.03], [0.31, -1.35, 5.00], [-3.11, -0.27, 7.55], [-1.55, 0.41, 7.11], [-1.93, -2.13, 8.83], [-1.52, -0.54, 9.45], [-0.38, -1.39, 8.43], [-3.69, -3.29, 7.12], [-2.12, -4.36, 1.39], [-3.43, -3.38, 2.06], [-3.76, -6.31, 1.11], [-4.18, -4.89, 0.16], [-5.07, -5.24, 1.63], [-0.74, -6.17, 4.98], [-0.25, -5.90, 3.31], [-2.19, -8.11, 4.24], [-0.53, -8.35, 3.71], [-1.74, -7.81, 2.56], [-4.97, -5.47, 3.74], [-5.60, -7.86, 3.66], [-5.16, -9.29, 5.63], [-3.96, -8.38, 7.58], [-3.09, -6.07, 7.55], [-2.89, 2.39, 5.06], [-4.15, 1.65, 5.05], [-5.35, 2.51, 5.09], [-4.22, 0.34, 4.84], [-2.87, -0.47, 4.03], [-5.30, -0.36, 5.21], [-6.13, 0.02, 6.36], [-5.73, -1.58, 4.54], [-2.97, 3.17, 5.82], [-2.72, 2.86, 4.09], [-2.06, 1.74, 5.31], [-5.13, 3.38, 4.48], [-5.58, 2.84, 6.10], [-6.20, 1.98, 4.66], [-5.59, 0.72, 6.99], [-6.33, -0.88, 6.93], [-7.08, 0.46, 6.06], [-5.17, -1.73, 3.63], [-6.79, -1.48, 4.30], [-5.60, -2.44, 5.20], [6.08, 6.48, -12.79], [5.79, 8.32, -12.96], [4.46, 8.77, -12.86], [4.16, 10.11, -13.03], [5.19, 11.01, -13.31], [6.51, 10.58, -13.41], [6.81, 9.24, -13.24], [7.61, 5.47, -13.16], [8.83, 6.02, -13.59], [9.89, 5.19, -13.89], [9.74, 3.81, -13.78], [8.54, 3.25, -13.36], [7.48, 4.07, -13.05], [4.85, 5.69, -12.37], [3.66, 8.07, -12.64], [3.14, 10.45, -12.96], [4.95, 12.05, -13.45], [7.29, 11.29, -13.62], [7.84, 8.92, -13.32], [8.94, 7.09, -13.69], [10.82, 5.62, -14.23], [10.58, 3.17, -14.04], [8.44, 2.18, -13.29], [6.54, 3.63, -12.73], [3.21, 3.01, -0.29], [4.54, 3.07, -0.45], [4.97, 1.82, -0.86], [3.82, 1.05, -0.93], [2.74, 1.77, -0.58], [2.59, 3.75, -0.02], [5.08, 3.98, -0.25], [5.98, 1.52, -1.08], [3.72, 0.02, -1.21]],
  "total_charge": 4,
  "e_tot_ev": -276876.3522,
  "de_lowest_kj_mol": 0.0
}

---

No. 3
{
  "formula": "C6H5FO",
  "method": "the ωB97M-V functional and the def2-TZVPD basis",
  "elements": ["O", "C", "C", "C", "C", "F", "C", "C", "H", "H", "H", "H", "H"],
  "xyz": [[-2.54, -0.59, -0.46], [-1.43, -0.16, -0.40], [-1.06, 1.28, -0.04], [0.30, 1.39, 0.04], [0.96, 0.07, -0.16], [2.15, 0.07, -0.84], [0.75, -1.04, 0.78], [-0.06, -0.86, -0.54], [-1.80, 2.03, 0.18], [0.89, 2.22, 0.26], [0.14, -0.90, 1.72], [1.50, -1.85, 0.75], [0.19, -1.66, -1.28]],
  "total_charge": 0,
  "e_tot_ev": -11066.0739,
  "smiles": "O=C1C=C[C@@]2(F)C[C@@H]12",
  "de_lowest_kj_mol": 76.1
}